(1)
Below is C22H30NO5P in the gas phase at a distorted geometry, with properties calculated with ωB97M-V/def2-TZVPD.

Structure (XYZ):
```
59
C22H30NO5P, DFT ωB97M-V/def2-TZVPD
C 0.51 -4.28 -0.92
C -0.73 -3.92 -0.12
C -1.72 -3.06 -0.90
C -1.24 -1.62 -1.06
O -1.16 -1.04 0.23
P -1.03 0.54 0.46
O -1.15 0.86 1.88
O -2.13 1.23 -0.49
C -3.37 1.60 0.10
C -4.26 0.39 0.32
C -5.57 0.73 1.03
C -6.51 1.59 0.17
C 0.54 1.10 -0.36
N 0.87 2.30 0.36
C 2.02 3.04 0.12
C 2.71 2.97 -1.09
C 3.81 3.78 -1.30
C 4.25 4.66 -0.33
C 3.56 4.73 0.87
C 2.46 3.93 1.10
C 1.56 0.00 -0.26
C 2.18 -0.51 -1.38
C 3.12 -1.54 -1.30
C 3.40 -2.03 -0.05
C 2.77 -1.52 1.09
C 1.85 -0.51 1.02
O 3.22 -2.19 2.20
C 4.15 -3.14 1.72
O 4.26 -3.03 0.32
H 0.23 -4.82 -1.83
H 1.17 -4.93 -0.34
H 1.07 -3.40 -1.20
H -1.23 -4.84 0.19
H -0.44 -3.38 0.79
H -2.68 -3.04 -0.37
H -1.89 -3.49 -1.89
H -0.25 -1.60 -1.53
H -1.94 -1.05 -1.68
H -3.82 2.32 -0.59
H -3.17 2.09 1.06
H -3.69 -0.32 0.94
H -4.47 -0.09 -0.64
H -6.08 -0.20 1.28
H -5.35 1.25 1.96
H -6.08 2.57 -0.01
H -6.70 1.10 -0.78
H -7.46 1.72 0.68
H 0.33 1.34 -1.41
H 0.57 2.28 1.33
H 2.39 2.29 -1.86
H 4.34 3.71 -2.24
H 5.11 5.29 -0.50
H 3.89 5.42 1.64
H 1.93 3.99 2.04
H 1.94 -0.12 -2.36
H 3.61 -1.94 -2.17
H 1.35 -0.13 1.89
H 3.82 -4.15 1.99
H 5.14 -2.95 2.18
```

Output
* maximum force: 0.03145 hartree/bohr
* charge: 0
* HOMO: -7.82 eV
* ΔE to the lowest compared entry with this formula, charge and spin: 14.2 kJ/mol
* SMILES: CCCCOP(=O)(OCCCC)[C@@H](Nc1ccccc1)c1ccc2c(c1)OCO2
* LUMO: 0.77 eV

(2)
Below is C4H5NO2 in the gas phase, with properties calculated with ωB97M-V/def2-TZVPD.

Structure (XYZ):
```
12
C4H5NO2, DFT ωB97M-V/def2-TZVPD
O 1.10 -1.02 2.43
C 0.72 0.02 1.89
C 0.19 0.08 0.59
C -0.26 -0.97 -0.37
N -0.30 -0.16 -1.62
C -0.67 1.09 -1.13
O -0.34 1.25 0.10
H 0.81 1.01 2.40
H 0.67 -0.07 -1.94
H 0.40 -1.83 -0.48
H -1.28 -1.32 -0.16
H -1.04 1.92 -1.71
```

Output
* maximum force: 0.01600 hartree/bohr
* charge: 0
* HOMO (alpha / beta): -7.66 / -8.07 eV
* ΔE to the lowest compared entry with this formula, charge and spin: 342.8 kJ/mol
* LUMO (alpha / beta): -0.65 / -0.03 eV

(3)
Below is 2 unconnected molecules or ions with the total composition C4H4O3S at a distorted geometry, with properties calculated with ωB97M-V/def2-TZVPD.

Structure (XYZ):
```
12
C4H4O3S, DFT ωB97M-V/def2-TZVPD
C -0.85 -1.87 -0.68
C -0.27 -0.67 -0.54
C 1.69 0.62 -0.24
C 0.58 0.13 0.29
O -3.09 0.53 1.15
O -3.35 -0.12 -1.25
O 0.19 -1.30 -1.69
S -2.61 0.52 -0.21
H -1.75 -2.39 -0.97
H 2.34 1.25 0.13
H 1.84 0.77 -1.30
H 0.58 -0.04 1.39
```

Output
* maximum force: 0.10298 hartree/bohr
* charge: 0
* HOMO (alpha / beta): -8.72 / -8.38 eV
* ΔE to the lowest compared entry with this formula, charge and spin: 652.0 kJ/mol
* LUMO (alpha / beta): -1.34 / -1.16 eV

(4)
Below is 2 unconnected molecules or ions with the total composition C7H12, with properties calculated with ωB97M-V/def2-TZVPD.

Structure (XYZ):
```
19
C7H12, DFT ωB97M-V/def2-TZVPD
C -2.46 0.54 0.33
C -0.99 0.53 0.06
C 0.02 0.57 0.95
C 1.35 0.59 0.23
C 2.27 -0.58 0.61
C 0.93 0.57 -1.22
C -0.41 0.54 -1.30
H -2.68 0.42 1.39
H -2.95 -0.29 -0.21
H -2.92 1.47 -0.02
H -0.08 0.57 2.03
H 1.87 1.53 0.45
H 1.78 -1.54 0.40
H 2.52 -0.55 1.67
H 3.20 -0.54 0.03
H 1.63 0.56 -2.04
H -1.00 0.50 -2.21
H -1.26 -2.73 -0.62
H -0.80 -2.16 -0.52
```

Output
* maximum force: 0.00383 hartree/bohr
* charge: 0
* HOMO: -8.40 eV
* ΔE to the lowest compared entry with this formula, charge and spin: 134.9 kJ/mol
* SMILES: CC1=C[C@@H](C)C=C1.[H][H]
* LUMO: 1.10 eV

(5)
Below is C2H2 in the gas phase at a distorted geometry, with properties calculated with ωB97M-V/def2-TZVPD.

Structure (XYZ):
```
4
C2H2, DFT ωB97M-V/def2-TZVPD
C 0.27 -0.51 -0.18
C -0.03 0.59 0.02
H 0.46 -1.54 -0.29
H -0.69 1.45 0.44
```

Output
* maximum force: 0.15207 hartree/bohr
* charge: 0
* HOMO: -10.94 eV
* ΔE to the lowest compared entry with this formula, charge and spin: 40.9 kJ/mol
* SMILES: C#C
* LUMO: 1.37 eV

(6)
Below is a molecular structure, C18H20F17N2O5V at a distorted geometry, with properties calculated with ωB97M-V/def2-TZVPD.

Structure (XYZ):
```
63
C18H20F17N2O5V, DFT ωB97M-V/def2-TZVPD
C -3.90 -1.82 1.63
N -3.04 -2.85 0.98
C -2.22 -2.08 -0.02
N -0.98 -2.82 -0.24
C 0.01 -2.09 -1.04
C 0.77 -3.08 -2.00
C -0.17 -3.81 -3.04
C 0.30 -3.52 -4.53
O -0.86 -3.29 -5.32
C -0.60 -2.45 -6.44
C 1.11 -1.60 0.03
C 2.22 -0.69 -0.59
C 3.43 -0.47 0.39
F 4.60 -0.82 -0.27
F 3.37 -1.32 1.47
C 3.62 1.04 0.81
F 3.45 1.85 -0.28
F 4.95 1.18 1.18
C 2.76 1.44 2.07
F 1.58 0.75 1.99
F 3.43 0.91 3.15
C 2.62 2.97 2.36
F 3.71 3.63 1.86
F 2.72 3.15 3.72
C 1.36 3.68 1.75
F 1.54 5.04 1.97
F 1.31 3.55 0.39
C -0.04 3.26 2.31
F 0.03 2.54 3.48
F -0.62 2.39 1.41
C -1.07 4.42 2.58
F -2.24 3.79 2.97
F -0.72 5.23 3.62
C -1.44 5.34 1.36
F -2.77 5.63 1.47
F -1.27 4.79 0.15
F -0.81 6.54 1.38
C -0.59 -0.85 -1.79
O -0.69 0.27 -1.27
O -1.05 -0.93 -2.99
H -3.30 -1.13 2.28
H -4.65 -2.29 2.32
H -4.42 -1.18 0.87
H -2.35 -3.06 1.71
H -2.05 -1.07 0.45
H -2.88 -2.01 -0.94
H -1.14 -3.77 -0.58
H 1.24 -3.84 -1.33
H 1.60 -2.61 -2.56
H -1.21 -3.41 -2.94
H -0.13 -4.91 -2.82
H 1.03 -2.68 -4.59
H 0.85 -4.45 -4.86
H -1.54 -1.85 -6.60
H -0.43 -3.02 -7.39
H 0.22 -1.72 -6.29
H 1.51 -2.54 0.46
H 0.52 -1.11 0.84
H 1.74 0.26 -0.91
H 2.69 -1.12 -1.52
O -3.17 1.35 5.35
V -3.70 2.87 5.91
O -4.24 4.37 6.51
```

Output
* maximum force: 0.05580 hartree/bohr
* charge: 0
* HOMO: -8.06 eV
* LUMO: -6.47 eV

(7)
Below is C2H4N2S4 in the gas phase at a distorted geometry, with properties calculated with ωB97M-V/def2-TZVPD.

Structure (XYZ):
```
12
C2H4N2S4, DFT ωB97M-V/def2-TZVPD
S 4.08 -0.04 -0.54
C 2.70 -0.86 -0.51
N 1.68 -0.38 0.55
S 0.12 -1.06 0.72
C -0.83 0.56 0.19
S 0.05 1.79 -0.03
N -2.11 0.70 -0.06
S -3.04 -0.77 -0.74
H 2.22 -1.51 -1.27
H 1.89 0.59 1.32
H -2.57 1.75 -0.02
H -4.19 -0.77 0.39
```

Output
* maximum force: 0.12100 hartree/bohr
* charge: 0
* HOMO: -8.61 eV
* ΔE to the lowest compared entry with this formula, charge and spin: 387.7 kJ/mol
* SMILES: S=CNSC(=S)NS
* LUMO: -0.17 eV

(8)
Below is a molecular structure, C27H43BBrO11PS at a distorted geometry, with properties calculated with ωB97M-V/def2-TZVPD.

Structure (XYZ):
```
85
C27H43BBrO11PS, DFT ωB97M-V/def2-TZVPD
C -4.57 -3.03 1.64
C -4.22 -2.78 0.16
C -3.53 -1.42 -0.04
C -3.08 -1.21 -1.50
C -3.73 0.00 -2.16
C -3.37 1.35 -1.51
C -1.86 1.55 -1.43
C -1.30 2.99 -1.25
S -2.29 4.36 -1.84
C -0.05 2.98 -2.13
O 0.09 3.32 -3.26
O 0.94 2.40 -1.40
C 0.96 2.95 -0.08
C 1.96 4.08 -0.12
B 3.39 3.70 -0.69
O 4.27 4.75 -0.81
O 3.77 2.41 -1.02
O 1.38 1.81 0.68
C 2.09 2.02 1.82
O 1.83 2.89 2.61
C 3.22 1.07 1.99
C 4.52 1.57 2.13
C 5.57 0.68 2.25
C 5.35 -0.69 2.22
C 4.06 -1.18 2.10
C 3.00 -0.30 1.97
C -0.57 3.27 0.15
Br -0.81 5.18 0.58
P -1.52 2.52 1.53
O -2.95 2.71 1.25
O -1.21 0.95 1.64
O -1.06 3.20 2.89
H -4.04 -3.89 2.04
H -5.64 -3.22 1.77
H -4.32 -2.16 2.24
H -3.56 -3.57 -0.19
H -5.11 -2.81 -0.46
H -2.65 -1.41 0.61
H -4.23 -0.64 0.27
H -3.42 -2.09 -2.05
H -1.99 -1.19 -1.58
H -3.57 0.03 -3.24
H -4.81 -0.11 -2.02
H -3.82 1.36 -0.52
H -3.88 2.12 -2.08
H -1.43 1.13 -2.34
H -1.49 0.93 -0.61
H -3.53 4.00 -1.49
H 1.54 4.83 -0.80
H 2.04 4.60 0.83
H 5.15 4.53 -0.51
H 4.44 2.05 -0.42
H 4.66 2.65 2.15
H 6.57 1.07 2.33
H 6.22 -1.32 2.30
H 3.92 -2.26 2.10
H 2.01 -0.70 1.84
H -0.34 0.75 2.02
H -1.07 2.57 3.62
C 7.40 -3.33 6.18
C 5.95 -3.78 6.33
C 5.40 -3.46 4.94
O 6.47 -3.61 4.02
C 7.71 -3.72 4.73
H 8.08 -3.79 6.89
H 7.47 -2.24 6.29
H 5.90 -4.85 6.51
H 5.41 -3.27 7.13
H 5.04 -2.43 4.89
H 4.59 -4.13 4.65
H 8.06 -4.75 4.67
H 8.45 -3.07 4.27
C -5.36 -0.45 -7.34
C -5.79 -1.92 -7.33
C -5.64 -2.27 -5.86
O -5.90 -1.08 -5.12
C -5.93 0.04 -6.01
H -5.73 0.11 -8.19
H -4.27 -0.38 -7.33
H -6.84 -2.00 -7.63
H -5.20 -2.55 -7.98
H -4.61 -2.60 -5.64
H -6.33 -3.05 -5.53
H -6.96 0.37 -6.12
H -5.35 0.86 -5.58
```

Output
* maximum force: 0.03200 hartree/bohr
* charge: 0
* HOMO: -8.59 eV
* LUMO: 0.10 eV

Q: Which value of charge does entry 8 give?
A: 0